(1)
Computed, not measured: a cluster of 3 separate species, C16H26BF10O2 in total, with ωB97M-V/def2-TZVPD.

Geometry as XYZ:
```
55
Properties=species:S:1:pos:R:3:mulliken_charge:R:1
C 1.35282 -2.28081 1.79330 -1.470
C 0.82671 -0.89633 1.46923 0.298
F 1.90740 -0.21744 0.80477 -0.197
B -0.50718 -0.95762 0.51953 0.606
C -1.53198 0.33847 0.73110 -1.084
C -2.79329 0.04429 1.54990 -0.725
C -3.91225 -0.55481 0.74853 0.975
F -4.32855 0.35355 -0.19361 -0.338
F -3.58106 -1.67284 0.06497 -0.365
C -5.19022 -0.86456 1.61237 0.461
F -4.81808 -1.14482 2.89209 -0.332
F -6.00906 0.21252 1.63232 -0.315
C -6.00572 -2.08191 1.12551 0.661
F -5.30527 -3.22496 1.34890 -0.292
F -6.26266 -1.95692 -0.20396 -0.289
C -7.40126 -2.21852 1.84522 0.652
F -7.69268 -3.52119 2.02648 -0.268
F -7.40907 -1.62461 3.04260 -0.250
F -8.37462 -1.67902 1.10506 -0.253
H 0.64190 -2.73599 2.47667 0.349
H 2.34511 -2.26332 2.24431 0.372
H 1.34374 -2.86888 0.88132 0.263
H 0.64307 -0.33720 2.39171 0.054
H -0.21636 -1.09458 -0.65034 -0.445
H -1.13393 -1.97444 0.83207 -0.279
H -0.98230 1.08781 1.30846 0.290
H -1.77123 0.82184 -0.21346 0.258
H -3.20656 0.97291 1.95054 0.453
H -2.51520 -0.58255 2.38885 0.276
C 2.39906 0.86352 -3.48786 -0.346
C 1.32520 0.12460 -4.28472 -0.621
C 0.15492 0.16467 -3.30764 -0.190
O 0.28910 1.37803 -2.56950 -0.375
C 1.58151 1.93456 -2.78434 0.016
H 3.20258 1.27799 -4.09811 0.392
H 2.84022 0.19289 -2.74787 0.088
H 1.08400 0.67182 -5.20178 0.267
H 1.60709 -0.89202 -4.55892 0.343
H 0.20102 -0.66909 -2.60589 -0.052
H -0.81844 0.15407 -3.80314 0.302
H 1.48174 2.83433 -3.40894 0.237
H 2.00754 2.21705 -1.82438 -0.133
C 4.77739 1.70406 1.60428 -0.520
C 6.02255 1.68963 0.72015 -0.618
C 5.42954 1.30698 -0.63001 -0.541
O 4.10920 1.83871 -0.65297 -0.229
C 3.73016 2.26772 0.65675 -0.238
H 4.88805 2.29796 2.51120 0.386
H 4.50811 0.68563 1.89110 0.202
H 6.46313 2.68924 0.67152 0.266
H 6.79228 0.99412 1.05424 0.352
H 5.36890 0.21824 -0.73932 0.286
H 5.99323 1.70916 -1.47464 0.297
H 3.72361 3.36521 0.67676 0.331
H 2.72609 1.90287 0.86962 0.033
```

As for the charge: -1. As for the total energy: -48960.766 eV. The lowest unoccupied orbital energy comes out at 0.11023 Ha. The value obtained for the HOMO energy is -5.2 eV.

---

(2)
Computed, not measured: a cluster of 2 separate species, C57H63N2 in total at a distorted geometry, with ωB97M-V/def2-TZVPD.

Geometry as XYZ:
```
122
Properties=species:S:1:pos:R:3:mulliken_charge:R:1
C 0.18941 -1.12358 -0.97965 -2.035
C 1.58696 -0.61237 -0.65819 3.235
C 2.09154 -1.30811 0.61999 -1.599
C 2.47965 -1.05101 -1.79101 -1.252
C 1.79344 0.91556 -0.65073 -1.342
C 3.07852 1.35496 -0.28905 0.121
C 3.36225 2.71117 -0.18345 -1.969
C 2.41365 3.63891 -0.59602 -0.180
C 1.24299 3.23372 -1.25191 -0.607
C 0.56919 4.26229 -2.19973 2.652
C -0.64221 4.92773 -1.55520 -1.389
C 0.25692 3.59085 -3.53526 -1.781
C 1.52947 5.42684 -2.49917 -2.094
C 0.82068 1.87957 -1.00100 0.659
N -0.53480 1.60068 -0.64079 1.574
C -0.86062 1.28860 0.68814 0.475
C 0.00164 0.69337 1.59835 -1.701
C -0.26992 0.53244 3.03141 -0.238
C -1.19131 -0.41046 3.52972 0.289
C -1.62423 -0.32599 4.85838 -0.841
C -1.10528 0.66881 5.69939 -0.571
C -0.05973 1.48830 5.25562 -0.628
C 0.42625 1.34704 3.95735 -0.281
N -2.10742 1.83752 0.92059 1.800
C -2.76137 2.06951 2.18431 -1.184
C -2.30887 3.09395 3.06076 -0.026
C -1.44673 4.32580 2.63862 2.816
C -0.93743 5.06935 3.87856 -2.206
C -2.36168 5.23430 1.80894 -1.930
C -0.20756 3.98643 1.82951 0.009
C -2.83682 3.10523 4.35870 0.054
C -4.04982 2.48938 4.64328 -1.398
C -4.63663 1.71813 3.65922 -0.540
C -3.91696 1.33476 2.51991 0.131
C -4.50306 0.08392 1.80319 2.239
C -4.83745 -0.97047 2.87485 -1.645
C -3.54824 -0.60397 0.83937 -1.727
C -5.78718 0.52062 1.08687 -1.723
C -2.64256 2.22578 -0.30156 -0.977
C -1.69672 2.08780 -1.24498 -1.667
H -0.20194 -0.67974 -1.90047 0.317
H 0.23230 -2.21330 -1.12220 0.518
H -0.50368 -0.93937 -0.15683 0.053
H 3.10335 -0.97913 0.88601 0.332
H 1.43132 -1.11954 1.47250 0.183
H 2.11127 -2.39915 0.47281 0.395
H 3.52612 -0.73832 -1.70006 0.485
H 2.47542 -2.13435 -1.79832 -0.601
H 2.10849 -0.69199 -2.75632 0.613
H 3.87396 0.63023 -0.10198 0.492
H 4.33889 3.04299 0.18007 0.393
H 2.63729 4.70533 -0.45695 0.365
H -0.42209 5.21212 -0.51820 0.102
H -0.88946 5.84614 -2.10120 0.585
H -1.53523 4.29933 -1.56442 0.350
H 1.20019 3.30563 -4.02000 0.408
H -0.33605 2.68122 -3.42770 0.224
H -0.27469 4.29363 -4.18518 0.408
H 2.51630 5.08032 -2.83427 0.420
H 1.10195 6.05150 -3.29552 0.455
H 1.65457 6.07646 -1.62339 0.445
H 1.04262 0.82110 1.35169 1.111
H -1.53537 -1.19840 2.85750 0.487
H -2.35846 -1.03881 5.24244 0.355
H -1.51594 0.79852 6.70489 0.411
H 0.39575 2.22566 5.92740 0.429
H 1.31472 1.88868 3.61947 0.459
H -0.29513 4.41331 4.48325 0.394
H -0.33446 5.93789 3.58105 0.422
H -1.75996 5.43934 4.50285 0.461
H -2.72207 4.70667 0.91503 0.211
H -3.24073 5.51884 2.40251 0.439
H -1.83693 6.14547 1.48926 0.419
H -0.44679 3.65560 0.81822 -1.240
H 0.44275 4.87251 1.73808 0.843
H 0.38022 3.20196 2.31515 -0.559
H -2.33007 3.62942 5.16817 0.538
H -4.52826 2.61876 5.61769 0.423
H -5.63918 1.31939 3.82734 0.443
H -5.63875 -0.65494 3.55134 0.350
H -5.15746 -1.90838 2.40491 0.461
H -3.94485 -1.18831 3.47715 0.265
H -3.46948 -0.08625 -0.11878 0.195
H -2.55558 -0.70517 1.29434 -0.049
H -3.90862 -1.62154 0.63325 0.619
H -5.56265 1.29195 0.33861 0.254
H -6.26589 -0.32537 0.57627 0.452
H -6.50728 0.94375 1.79822 0.335
H -3.65557 2.60050 -0.37522 0.421
H -1.80269 2.27889 -2.30169 0.879
C 1.99623 -4.61117 -2.54730 1.367
C 2.97609 -3.71576 -3.13453 0.355
C 2.54420 -2.83162 -4.16284 -0.185
C 3.44201 -1.99852 -4.82386 -0.952
C 4.78567 -1.97724 -4.42144 -0.448
C 5.21804 -2.76978 -3.35077 -0.984
C 4.33372 -3.64954 -2.72494 0.148
C 2.16982 -5.33589 -1.30823 0.466
C 1.52081 -6.61194 -1.44084 0.038
C 1.83585 -7.64604 -0.57364 -0.528
C 2.80621 -7.43176 0.41529 -0.612
C 3.35580 -6.15194 0.61930 -1.275
C 3.01685 -5.09277 -0.22671 0.094
C 0.91732 -6.67909 -2.76337 0.271
C 1.18082 -5.44278 -3.43619 0.133
C 1.00621 -5.37373 -4.82345 -0.442
C 0.72995 -6.53864 -5.54837 -0.920
C 0.51157 -7.75385 -4.87759 -0.510
C 0.54160 -7.81695 -3.47724 -0.561
H 1.47250 -2.77150 -4.38538 0.488
H 3.08562 -1.36136 -5.64218 0.431
H 5.50284 -1.35242 -4.96561 0.416
H 6.25347 -2.71384 -3.00915 0.459
H 4.68756 -4.32328 -1.94781 0.674
H 1.33771 -8.61678 -0.68018 0.394
H 3.15763 -8.26270 1.02960 0.410
H 4.06708 -5.98847 1.43082 0.423
H 3.41949 -4.09370 -0.07250 0.605
H 1.12195 -4.43722 -5.35517 0.335
H 0.69389 -6.50161 -6.64125 0.405
H 0.33323 -8.65835 -5.46435 0.401
H 0.29813 -8.73813 -2.94623 0.408
```

As for the charge: +1. As for the total energy: -63101.939 eV. The lowest unoccupied orbital energy comes out at -0.21801 Ha. The value obtained for the HOMO energy is -8.1 eV.

---

(3)
Computed, not measured: a structure of composition C27H28N2O6Ta, with ωB97M-V/def2-TZVPD.

Geometry as XYZ:
```
64
Properties=species:S:1:pos:R:3:mulliken_charge:R:1
Ta -0.07976 0.01912 -0.22730 3.120
O 1.87947 -0.30434 0.45262 -0.334
C 2.20413 -1.49536 1.36032 3.069
C 0.94034 -2.35943 1.23758 -0.236
O 0.78193 -3.46565 1.58642 -0.390
O -0.11702 -1.59774 0.70372 -0.673
C 3.44463 -2.13863 0.82372 -0.192
C 4.68599 -1.70495 1.29377 -0.117
C 5.84836 -2.23385 0.75690 -1.024
C 5.77602 -3.20169 -0.23616 -0.460
C 4.54161 -3.63841 -0.70179 -1.155
C 3.37506 -3.10631 -0.17949 -0.157
C 2.27249 -0.99597 2.79249 -0.760
C 2.18567 0.34910 3.13257 -0.298
C 2.27599 0.73113 4.46657 -1.033
C 2.44041 -0.22432 5.45716 -0.507
C 2.52556 -1.56868 5.11484 -0.973
C 2.44704 -1.95674 3.78791 -0.085
H 2.71202 -0.00073 0.05202 0.350
H 4.74488 -0.97962 2.09613 0.448
H 6.80995 -1.90734 1.12807 0.450
H 6.68448 -3.62892 -0.63858 0.451
H 4.49011 -4.40839 -1.45915 0.452
H 2.42064 -3.47900 -0.53251 0.479
H 2.09043 1.11499 2.37248 0.416
H 2.24665 1.78116 4.72777 0.534
H 2.52025 0.07588 6.49307 0.468
H 2.66615 -2.31725 5.88238 0.474
H 2.52838 -3.00452 3.52663 0.503
C -4.01605 -0.05853 -2.01284 -1.738
C -2.54839 -0.25893 -2.01389 1.237
O -1.93082 0.09760 -0.92590 -0.420
C -1.82830 -0.79747 -3.10874 0.544
C -2.51055 -1.18127 -4.29041 -0.871
C -1.82405 -1.69516 -5.36144 -1.041
C -0.43776 -1.84175 -5.28858 -0.482
C 0.27294 -1.47967 -4.14937 -0.803
C -0.41693 -0.96771 -3.07445 0.609
O 0.26633 -0.62804 -1.95060 -0.075
H -4.33326 0.37018 -1.06738 0.327
H -4.52497 -1.01302 -2.16843 0.467
H -4.31325 0.59720 -2.83412 0.455
H -3.58435 -1.07138 -4.34878 0.488
H -2.35242 -1.98871 -6.25718 0.451
H 0.09942 -2.25102 -6.13463 0.468
H 1.34545 -1.60349 -4.09428 0.568
C 1.44215 3.57191 -2.55293 -0.742
N 1.17606 3.98648 -1.16425 0.079
C 1.38884 5.39810 -0.75299 -0.751
C 0.74765 3.13633 -0.30204 -0.047
O 0.52751 1.89512 -0.60025 -1.200
H 1.81497 4.42605 -3.10599 0.337
H 0.52075 3.21673 -3.01118 0.304
H 2.18802 2.77943 -2.56416 0.309
H 1.75514 5.95315 -1.60892 0.274
H 2.12912 5.44182 0.04210 0.363
H 0.44704 5.83121 -0.42486 0.358
H 0.55662 3.47638 0.71436 0.560
C -1.77416 1.13986 4.09426 -1.058
C -1.31098 0.98431 2.73881 0.539
N -0.94620 0.85830 1.65636 -0.375
H -1.77792 0.16048 4.57658 0.315
H -2.78498 1.55151 4.08196 0.409
H -1.10322 1.81279 4.62991 0.319
```

As for the charge: +3. As for the total energy: -45248.867 eV. The lowest unoccupied orbital energy comes out at -0.38522 Ha. The value obtained for the HOMO energy is -16.6 eV.